The molecule C4H8N2S at a distorted geometry, computed with ωB97M-V/def2-TZVPD.

Results
- gap between HOMO and LUMO (eV) = 8.929
- net charge = 0
- energy above the lowest of the compared OMol25 structures with the same formula, charge and spin (eV) = 5.4354
- LUMO level (eV) = 0.39
- SMILES string = [H]/N=C/N1CC(S)C1

The geometry in XYZ format:
```
15
C4H8N2S, DFT ωB97M-V/def2-TZVPD
H -3.93 -0.56 -0.68
N -3.02 -0.81 -0.35
C -1.91 0.03 -0.28
N -0.61 0.06 -0.09
C 0.41 1.04 -0.14
C 1.33 0.01 0.43
S 2.66 -0.53 -0.54
C 0.28 -1.07 0.37
H -2.22 1.15 -0.34
H 0.49 2.15 0.49
H 0.67 1.43 -1.27
H 1.52 0.37 1.35
H 3.55 0.16 0.37
H 0.80 -1.65 -0.49
H -0.03 -1.79 1.19
```

Atom charges from the Löwdin analysis, given in e for atoms 1 to 8: -0.02 0.02 -0.26 -0.12 -0.21 -0.77 0.79 -0.12